(1)
An isolated molecule of C6H13NO2 in a non-equilibrium geometry, computed with wB97M-V/def2-TZVPD.

The value obtained for the lowest unoccupied orbital energy is 0.0197 Ha. The calculation puts the total energy at -12017.624 eV. The highest occupied orbital energy is -9.46 eV. As for the largest force on an atom: 3.95 eV/A. Its spin multiplicity is 1. The SMILES is CC(C)C[C@H](N)C(=O)O.

The geometry in XYZ format:
```
22
C6H13NO2 wB97M-V/def2-TZVPD
C 0.17636 -1.75887 1.39685
C 0.46367 -0.40602 0.69862
C 1.48307 0.35959 1.49814
C -0.76833 0.42944 0.44427
C -1.00388 0.58467 -1.05554
N -1.73435 -0.59246 -1.59183
C 0.22192 0.94167 -1.90394
O 0.38210 0.29008 -2.94275
O 0.88436 2.00229 -1.50934
H -0.45676 -1.68152 2.25135
H 1.07104 -2.30620 1.66354
H -0.31690 -2.28923 0.59923
H 1.01877 -0.63272 -0.30642
H 1.14136 0.60297 2.45317
H 2.32941 -0.31450 1.67992
H 1.95119 1.27669 1.09212
H -0.61924 1.45738 0.85558
H -1.69546 0.04455 0.86799
H -1.70453 1.43754 -1.27692
H -1.18808 -1.45073 -1.67811
H -2.14950 -0.44022 -2.51474
H 0.51377 2.44559 -0.72117
```

Atom charges from the natural (NBO) analysis, given in e for atoms 1 to 8:
1 C -0.599
2 C -0.223
3 C -0.606
4 C -0.415
5 C -0.157
6 N -0.841
7 C 0.769
8 O -0.584

=====

(2)
A cluster of 2 separate species, C3H9BrO2Si in total in a non-equilibrium geometry, computed with wB97M-V/def2-TZVPD.

The value obtained for the lowest unoccupied orbital energy (spin up / spin down) is 0.0097 / -0.0433 Ha. The calculation puts the total energy at -85270.549 eV. The highest occupied orbital energy (spin up / spin down) is -8.09 / -8.72 eV. As for the largest force on an atom: 3.99 eV/A. Its spin multiplicity is 1.

The geometry in XYZ format:
```
16
C3H9BrO2Si wB97M-V/def2-TZVPD
C 1.42444 -0.63750 -1.36375
C 0.90655 -1.79251 2.74649
C -2.43387 2.76112 -2.23148
O 0.94509 -0.84318 -0.06759
O 0.30365 -0.49468 2.46419
Si 0.26241 0.18077 1.00166
Br -1.89985 0.24040 0.52850
H 2.53352 -0.71235 -1.30921
H 1.35187 0.36632 -1.72249
H 0.91510 -1.28476 -1.98531
H 1.63550 -2.15063 2.10616
H 0.03783 -2.48871 2.86674
H 1.44190 -1.61645 3.59525
H -3.27584 2.57294 -2.78921
H -1.87927 3.63909 -2.44728
H -2.26903 2.26014 -1.39267
```

Atom charges from the natural (NBO) analysis, given in e for atoms 1 to 8:
1 C -0.233
2 C -0.237
3 C -0.462
4 O -0.921
5 O -0.928
6 Si 1.600
7 Br -0.376
8 H 0.178

=====

Question: What is the total energy in the second record?
Answer: -85270.549 eV

=====

Question: What is the total energy in the first record?
Answer: -12017.624 eV

=====

Question: What is the total energy in the second record?
Answer: -85270.549 eV